{"formula": "C26H84BrMnN4O19", "method": "ωB97M-V/def2-TZVPD", "species": ["Mn", "Br", "C", "C", "C", "O", "C", "N", "H", "H", "H", "H", "H", "H", "H", "H", "H", "H", "H", "C", "C", "C", "O", "C", "N", "H", "H", "H", "H", "H", "H", "H", "H", "H", "H", "H", "C", "C", "C", "O", "C", "N", "H", "H", "H", "H", "H", "H", "H", "H", "H", "H", "H", "C", "C", "C", "O", "C", "N", "H", "H", "H", "H", "H", "H", "H", "H", "H", "H", "H", "O", "H", "H", "O", "H", "H", "O", "H", "H", "O", "H", "H", "O", "H", "H", "C", "C", "O", "O", "H", "H", "H", "H", "H", "H", "C", "C", "O", "O", "H", "H", "H", "H", "H", "H", "C", "C", "O", "O", "H", "H", "H", "H", "H", "H", "C", "C", "O", "O", "H", "H", "H", "H", "H", "H", "C", "C", "O", "O", "H", "H", "H", "H", "H", "H"], "positions_angstrom": [[-0.643169, 0.172631, 0.104227], [1.144991, 1.108371, 1.575617], [-4.703769, -4.155609, -2.499323], [-3.883769, -3.093359, -1.784283], [-4.182939, -2.937499, -0.250573], [-5.404699, -2.329059, -0.134963], [-5.947469, -2.485719, 1.175157], [-2.483069, -3.420039, -2.039043], [-5.741759, -3.824039, -2.472283], [-4.868959, -5.047809, -1.895343], [-4.453279, -4.157729, -3.560143], [-4.039339, -2.075929, -2.143073], [-3.380699, -2.495689, 0.340467], [-4.336439, -3.935009, 0.161167], [-6.842109, -1.886389, 1.344067], [-5.322209, -2.069029, 1.964787], [-6.142209, -3.531999, 1.410697], [-2.092749, -3.252089, -2.955313], [-2.390509, -4.423429, -2.107953], [-3.786079, 2.973481, 1.544147], [-3.362239, 1.774111, 0.774057], [-4.387899, 1.476611, -0.382163], [-4.256299, 2.507241, -1.262513], [-5.163489, 2.283371, -2.310393], [-2.036429, 1.852691, 0.247197], [-3.684779, 3.920551, 1.014147], [-3.094489, 3.193431, 2.357427], [-4.703989, 2.807321, 2.108007], [-3.436939, 0.883601, 1.398167], [-5.361059, 1.344331, 0.090667], [-4.104809, 0.541961, -0.866303], [-6.238769, 2.127231, -2.223893], [-4.911749, 1.438091, -2.950893], [-5.111789, 3.213301, -2.876643], [-1.585769, 2.593121, 0.765627], [-2.231499, 2.396811, -0.581043], [0.532181, -1.921939, -3.998653], [0.452571, -2.645009, -5.392773], [1.627581, -3.622569, -5.523303], [1.405801, -4.273489, -6.759853], [2.592691, -4.536949, -7.436373], [-0.824439, -3.336309, -5.293303], [-0.335299, -1.286739, -3.819493], [1.484111, -1.392529, -3.958033], [0.795481, -2.552979, -3.149793], [0.593441, -1.926719, -6.200423], [1.725491, -4.424669, -4.791763], [2.539541, -3.036719, -5.408403], [2.328911, -5.082559, -8.342363], [3.326231, -5.142359, -6.903923], [3.143291, -3.633919, -7.699993], [-0.752199, -3.908369, -6.122533], [-1.655729, -2.779539, -5.431403], [0.824611, 4.979741, -0.512913], [1.590061, 6.264011, -0.981543], [2.778701, 6.526791, -0.130463], [3.439271, 7.733401, -0.600643], [3.841871, 8.635791, 0.442807], [2.027861, 5.976271, -2.348353], [0.353601, 5.210721, 0.442537], [1.432871, 4.076531, -0.464473], [-0.002949, 4.945981, -1.221513], [1.090381, 7.232721, -0.984323], [3.546981, 5.755011, -0.083403], [2.351651, 6.598801, 0.869807], [4.452431, 9.325881, -0.139503], [4.492931, 7.995761, 1.038287], [3.126121, 9.072611, 1.139227], [1.442001, 5.264261, -2.760553], [2.899031, 5.467471, -2.396043], [-1.901479, -0.827499, -1.311053], [-2.468439, -0.314679, -1.887073], [-2.123509, -1.738259, -1.504563], [-3.058439, 0.595241, 3.996507], [-2.359469, 0.015791, 4.299647], [-3.673169, 0.633481, 4.729237], [0.189791, 1.084341, -1.587373], [0.009421, 1.641651, -2.344413], [1.100401, 0.812181, -1.701243], [-1.685949, -0.932629, 1.637907], [-2.292349, -0.616719, 2.307767], [-1.431019, -1.805319, 1.937337], [0.519341, -1.574899, -0.372593], [0.378171, -2.452089, -0.016443], [1.436291, -1.572089, -0.647213], [5.242141, -0.286049, 0.229987], [4.631441, 0.569561, -0.981363], [3.206971, 0.260111, -1.164753], [4.524941, -0.065689, 1.441997], [6.258371, 0.047731, 0.439697], [5.300811, -1.337829, -0.050033], [5.191081, 0.445571, -1.908473], [4.668611, 1.649111, -0.835443], [2.966031, 0.763191, -1.946073], [3.590081, 0.011121, 1.237717], [4.240331, 3.893971, 2.201037], [5.091751, 3.078241, 3.205657], [6.290681, 2.563221, 2.520717], [4.144191, 3.188541, 1.021897], [4.797811, 4.750721, 1.822497], [3.247891, 4.178211, 2.550867], [4.532321, 2.199611, 3.526837], [5.507881, 3.594771, 4.070607], [6.078381, 2.496831, 1.586847], [3.511011, 2.477501, 1.144787], [2.347321, -4.004559, 1.295687], [2.415271, -3.326119, 2.736977], [1.482901, -3.956519, 3.656137], [0.991031, -3.970979, 0.728817], [2.559501, -5.073329, 1.323937], [3.128141, -3.503849, 0.723227], [2.198681, -2.271499, 2.566797], [3.373191, -3.385379, 3.253677], [1.744191, -4.878869, 3.605297], [0.732151, -4.882569, 0.575277], [0.818911, 2.060741, 5.372567], [0.044721, 3.268991, 4.710967], [-1.318139, 3.080001, 4.944277], [0.445921, 0.748121, 4.852297], [0.769431, 2.056621, 6.461437], [1.887391, 2.174251, 5.189347], [0.162401, 3.355011, 3.630757], [0.360821, 4.257671, 5.043677], [-1.657259, 2.380331, 4.381197], [0.912191, 0.567521, 4.032807], [-2.052639, -4.397249, 2.870947], [-1.599389, -5.787469, 2.138307], [-0.542939, -6.279559, 2.849537], [-1.117029, -3.370189, 2.751207], [-2.324589, -4.496739, 3.921767], [-2.982759, -4.201349, 2.337457], [-1.333559, -5.514489, 1.117067], [-2.364429, -6.563409, 2.111117], [0.034831, -6.730759, 2.229707], [-0.273499, -3.827589, 2.780207]], "atomic_forces_ev_per_a": [[-0.237, -0.247, 0.894], [0.552, 0.286, 0.313], [-2.300, 1.803, 0.728], [0.501, -0.153, 0.304], [0.461, -2.108, -1.075], [-1.502, 1.402, 0.822], [-0.050, 0.529, 0.305], [1.269, -0.407, 0.673], [-0.328, 0.363, -0.289], [1.131, -0.576, -0.510], [0.253, -0.868, 0.242], [-0.441, -0.052, -0.555], [0.178, 0.524, -0.242], [0.493, -0.656, 0.097], [-0.300, -0.236, -0.862], [0.818, -0.162, -0.076], [-0.058, -0.122, -0.118], [-0.463, 0.983, -0.626], [0.005, -0.455, 0.926], [0.756, 0.903, 1.448], [-2.632, -2.007, 0.097], [2.059, -0.766, 2.618], [-1.650, 0.217, -0.720], [0.045, 1.470, -2.419], [0.351, 1.394, -0.768], [-0.890, -0.121, -0.549], [0.456, -0.500, 0.292], [-0.369, 0.309, -0.620], [-0.011, 0.125, 0.333], [-0.315, 0.245, -0.267], [-0.136, -0.438, -0.028], [-0.134, 0.098, 1.706], [0.744, -0.150, -0.061], [0.079, -0.222, -0.494], [0.780, -0.113, 0.657], [0.456, -0.028, -1.125], [1.866, 0.091, -0.918], [0.206, 0.582, 3.841], [-1.233, -0.116, -0.028], [0.527, 0.427, 0.154], [0.625, -0.450, -1.027], [0.487, -1.144, -1.366], [0.220, -0.003, 0.171], [-0.095, 1.194, -0.386], [-1.144, -0.813, -0.077], [-0.373, 0.097, -0.177], [-0.518, 0.177, 0.624], [0.310, 0.102, -0.744], [0.079, 0.120, -0.037], [-0.219, -0.319, 0.514], [-0.184, 0.349, -0.169], [-0.854, -0.832, -0.169], [0.206, 0.603, -0.095], [-0.758, 2.394, 0.352], [1.188, -2.143, -0.972], [0.876, 1.170, 0.441], [-1.796, -0.241, 0.822], [1.477, -1.691, -0.873], [0.063, -0.183, -1.112], [0.026, -0.436, 0.364], [0.045, 0.196, -0.115], [-0.088, -0.699, -0.078], [-0.881, -0.394, 0.057], [-0.167, -0.461, -0.273], [0.368, 0.552, 0.466], [-0.170, 0.518, 0.680], [0.474, 0.487, 0.578], [-0.616, 0.089, -0.627], [-0.747, 0.287, -0.193], [0.695, 0.460, 0.524], [-0.411, 1.112, -0.379], [-0.139, 0.333, -0.102], [0.444, -1.450, 0.141], [0.037, -0.015, -0.602], [0.544, -0.071, 0.430], [-0.244, 0.070, 0.233], [0.417, 0.425, -0.925], [-0.346, 0.251, -0.191], [0.421, -0.161, 0.285], [-0.364, 0.442, -0.316], [-0.306, 0.446, 0.236], [0.503, -1.178, 0.419], [0.096, 0.316, -0.433], [-0.087, -0.879, 0.369], [0.467, 0.283, -0.029], [-1.005, 1.610, -0.879], [0.227, -0.194, 0.966], [0.710, -0.483, -0.057], [0.343, -0.295, -0.493], [0.028, 0.100, -0.274], [-0.267, -0.171, -0.036], [0.002, -0.732, -0.054], [0.240, -0.024, 0.759], [0.147, 0.059, -0.169], [-0.463, 0.001, -0.029], [1.325, 0.690, 0.789], [1.098, -0.690, -1.199], [-0.740, 0.741, 0.786], [-0.576, -1.269, -1.648], [-0.001, 0.581, 0.913], [0.061, 0.120, 0.430], [-0.260, -0.004, 0.189], [-0.487, 0.313, -0.079], [-0.288, -0.074, -0.136], [-0.251, -0.415, -0.063], [-0.256, -0.168, 1.721], [-0.879, -1.080, -0.719], [0.271, 0.720, -1.172], [1.165, 0.537, 0.376], [0.592, 0.060, 0.314], [-0.429, 0.057, -0.643], [-0.456, 0.012, 0.463], [0.456, -0.026, -0.793], [-0.249, -0.329, 0.442], [-0.044, 0.140, -0.096], [0.877, 0.286, -1.472], [0.342, -1.519, -0.029], [-1.162, 0.672, 0.524], [-0.673, 1.011, 1.040], [-0.757, -0.098, -0.114], [0.228, 0.219, -0.211], [0.660, -0.571, -0.258], [-0.032, -0.197, 0.761], [0.116, -0.245, -0.017], [0.147, 0.343, -0.234], [-1.176, -2.352, -1.142], [-1.544, 2.470, 1.027], [2.252, -0.616, 0.507], [-0.408, 0.027, -0.734], [0.155, -0.651, 0.067], [-0.078, 0.757, -0.055], [-0.028, 0.106, -0.252], [-0.652, 0.438, -0.036], [0.171, -0.376, 0.290], [1.050, 0.345, 0.386]], "lumo_ev": [-2.49, -2.51], "mol_weight_g_mol": 891.81, "total_energy_ev": -174540.9213, "spin_multiplicity": 6, "total_charge": 1, "gap_ev": [8.254, 8.233]}